--- P ---
9 unconnected molecules or ions with the total composition BF4H16O8. Source: the OMol25 dataset; level of theory: ωB97M-V with the def2-TZVPD basis set.

Computed properties:
Gap between HOMO and LUMO: 10.14 eV
Total charge: -1
Spin multiplicity: 1
E_HOMO: -7.37 eV

```
29
BF4H16O8 ωB97M-V with the def2-TZVPD basis set
B 3.4930 17.6710 27.2710
F 2.9910 17.4290 25.9910
F 4.4530 16.7380 27.6100
F 4.1320 18.9610 27.2130
F 2.5400 17.7810 28.2280
O 0.5070 18.9680 26.8270
H 1.2620 18.6900 27.3820
H -0.2110 18.5050 27.2180
O 0.4450 16.3320 25.1800
H 0.3240 16.7620 24.3470
H 1.3290 16.5740 25.3670
O 2.5130 18.6850 23.8630
H 1.6720 18.2460 23.6570
H 2.7420 18.3460 24.7510
O 6.7010 16.1350 26.4850
H 5.9370 16.4990 26.8780
H 6.4260 15.2620 26.2380
O 4.7240 14.0600 28.7260
H 4.0400 13.5210 29.1270
H 4.5850 14.9560 28.9390
O 1.1630 15.4310 27.6940
H 1.6740 16.1730 27.9570
H 0.6350 15.6250 26.9320
O 5.7610 19.5290 25.1310
H 5.1210 19.3550 25.8270
H 5.8500 18.6860 24.7460
O 3.7270 15.6100 23.8840
H 3.5020 15.1140 24.6810
H 3.0550 15.3970 23.2560
```

--- Q ---
9 unconnected molecules or ions with the total composition BF4H16O8. Source: the OMol25 dataset; level of theory: ωB97M-V with the def2-TZVPD basis set.

Computed properties:
Gap between HOMO and LUMO: 10.06 eV
Total charge: -1
Spin multiplicity: 1
E_HOMO: -7.29 eV

```
29
BF4H16O8 ωB97M-V with the def2-TZVPD basis set
B -0.1499 0.2407 0.3874
F -0.0719 1.4529 1.0378
F -0.5291 -0.7578 1.2529
F -0.9669 0.4372 -0.7199
F 1.1303 -0.0087 -0.1321
O -0.2343 -2.6262 -0.8052
H -0.1436 -1.8950 -0.1793
H -1.1752 -2.6714 -0.9876
O -3.1319 0.4914 1.6536
H -2.1869 0.5842 1.4918
H -3.3470 -0.3797 1.3138
O 2.4424 -3.1180 0.2140
H 1.7865 -2.6762 -0.3489
H 2.2033 -2.9309 1.1321
O -2.8315 2.0937 -2.3500
H -3.3375 2.9095 -2.3756
H -2.2154 2.2100 -1.6198
O 2.7534 0.5468 1.8698
H 3.4891 0.6216 1.2591
H 1.9687 0.5707 1.3049
O -0.2655 1.5697 -3.3729
H -0.0756 1.1005 -2.5591
H -1.2300 1.6055 -3.4126
O 1.6070 -2.4793 2.9140
H 0.6916 -2.6780 3.1232
H 1.6255 -1.5269 2.7840
O 1.0280 2.6473 -1.1093
H 0.1512 2.9591 -0.8836
H 1.0151 1.7074 -0.8828
```

--- R ---
9 unconnected molecules or ions with the total composition BF4H16O8. Source: the OMol25 dataset; level of theory: ωB97M-V with the def2-TZVPD basis set.

Computed properties:
Gap between HOMO and LUMO: 10.74 eV
Total charge: -1
Spin multiplicity: 1
E_HOMO: -7.81 eV

```
29
BF4H16O8 ωB97M-V with the def2-TZVPD basis set
B -0.7087 0.2090 0.9187
F 0.1158 -0.8520 0.4523
F -1.9957 -0.3037 0.8308
F -0.3896 0.4836 2.2402
F -0.6966 1.3661 0.1712
O 1.2168 0.0967 -1.9624
H 0.7955 -0.6600 -1.6438
H 1.6156 0.5845 -1.2481
O 2.0985 -0.0538 2.8471
H 1.2716 0.1538 2.4096
H 2.4587 0.8042 2.9745
O 2.7314 -1.6315 -0.0326
H 2.5893 -2.4928 0.3703
H 2.0072 -1.0408 0.3692
O -0.8667 2.9663 -2.1828
H -1.6314 2.8683 -2.7142
H -0.9541 2.4158 -1.4037
O 1.5704 3.7732 -0.8910
H 0.6801 3.5086 -1.0871
H 1.8578 2.9450 -0.4965
O -2.2830 -2.8232 -0.1728
H -2.9780 -2.5948 -0.7208
H -2.1947 -2.0081 0.2910
O -0.8654 -3.1867 2.3056
H -1.0789 -2.2780 2.3123
H -0.1466 -3.2066 1.6515
O -1.6232 0.1818 -2.1572
H -1.9299 0.7058 -1.4319
H -0.6662 0.0695 -1.9995
```

Best to worst by energy: Q, P, R.